[1]
{"formula": "C29H33N8OTa", "method": "the ωB97M-V functional and the def2-TZVPD basis", "e_above_lowest_kcal_mol": 8.6, "total_charge": 4, "orbital_gap_ev": [6.10, 6.09], "fmax_ev_per_a": 1.38, "e_homo_ev": [-19.24, -19.24], "lumo_ev": [-13.139, -13.143], "symbols": ["Ta", "C", "C", "C", "C", "C", "N", "C", "C", "C", "C", "C", "C", "C", "N", "C", "C", "C", "N", "C", "C", "N", "C", "C", "C", "N", "H", "H", "H", "H", "H", "H", "H", "H", "H", "H", "H", "H", "H", "H", "H", "H", "H", "H", "C", "N", "C", "C", "C", "O", "H", "H", "H", "H", "H", "H", "H", "H", "H", "N", "C", "C", "C", "C", "C", "N", "H", "H", "H", "H", "H", "H"], "xyz": [[-0.031, -0.214, 1.056], [3.483, 5.697, 2.425], [2.543, 4.645, 1.911], [1.173, 4.905, 1.784], [0.304, 3.932, 1.341], [0.765, 2.661, 0.987], [-0.174, 1.673, 0.560], [-1.292, 2.098, -0.229], [-1.057, 2.930, -1.327], [-2.110, 3.455, -2.044], [-3.435, 3.165, -1.693], [-4.590, 3.731, -2.473], [-3.659, 2.309, -0.616], [-2.609, 1.780, 0.115], [-2.920, 0.957, 1.250], [-4.039, 0.963, 1.994], [-4.000, -0.114, 2.860], [-2.806, -0.751, 2.579], [-2.138, -0.102, 1.604], [2.135, 2.401, 1.098], [2.999, 3.376, 1.566], [2.714, 1.170, 0.634], [3.938, 0.976, 0.133], [4.134, -0.384, -0.064], [2.966, -0.975, 0.352], [2.079, -0.034, 0.776], [3.234, 6.673, 2.009], [3.392, 5.776, 3.511], [4.521, 5.471, 2.191], [0.790, 5.884, 2.046], [-0.756, 4.146, 1.268], [-0.035, 3.165, -1.599], [-1.911, 4.105, -2.888], [-4.318, 4.666, -2.958], [-4.889, 3.030, -3.256], [-5.457, 3.904, -1.837], [-4.680, 2.048, -0.362], [-4.790, 1.726, 1.862], [-4.749, -0.393, 3.584], [-2.392, -1.641, 3.031], [4.054, 3.154, 1.672], [4.595, 1.809, -0.068], [5.016, -0.863, -0.459], [2.695, -2.022, 0.352], [-1.961, -3.234, -3.204], [-1.487, -2.134, -2.294], [-1.697, -0.764, -2.826], [-0.928, -2.388, -1.171], [-0.624, -3.737, -0.639], [-0.529, -1.337, -0.416], [-2.618, -2.774, -3.934], [-2.519, -3.971, -2.637], [-1.102, -3.675, -3.705], [-1.361, -0.766, -3.860], [-1.137, -0.034, -2.257], [-2.765, -0.553, -2.793], [-1.045, -4.537, -1.236], [-1.001, -3.821, 0.382], [0.463, -3.857, -0.625], [0.829, -1.717, 2.737], [0.604, -0.725, 3.779], [0.744, -0.870, 5.132], [0.435, 0.250, 5.903], [0.012, 1.429, 5.291], [-0.102, 1.476, 3.918], [0.201, 0.391, 3.181], [1.830, -1.885, 2.631], [0.409, -2.612, 2.988], [1.079, -1.801, 5.574], [0.525, 0.198, 6.982], [-0.232, 2.304, 5.878], [-0.428, 2.361, 3.390]]}



[2]
{"formula": "H32NO18S", "method": "the ωB97M-V functional and the def2-TZVPD basis", "e_above_lowest_kcal_mol": 0.0, "total_charge": -1, "orbital_gap_ev": 9.26, "fmax_ev_per_a": 8.39, "e_homo_ev": -7.57, "lumo_ev": 1.691, "symbols": ["N", "H", "H", "H", "H", "S", "O", "O", "O", "O", "O", "H", "H", "O", "H", "H", "O", "H", "H", "O", "H", "H", "O", "H", "H", "O", "H", "H", "O", "H", "H", "O", "H", "H", "O", "H", "H", "O", "H", "H", "O", "H", "H", "O", "H", "H", "O", "H", "H", "O", "H", "H"], "xyz": [[0.206, -0.187, -3.463], [0.851, 0.061, -4.167], [-0.236, 0.636, -3.335], [0.588, -0.748, -2.760], [-0.205, -1.101, -3.950], [-0.394, -0.022, 0.494], [0.967, -0.509, 0.289], [-0.434, 1.113, 1.228], [-0.931, 0.262, -0.817], [-1.168, -1.035, 1.077], [-2.402, 2.684, 1.829], [-1.788, 1.937, 1.610], [-2.911, 2.346, 2.483], [-0.771, 0.656, 3.814], [-0.434, 0.991, 2.899], [-1.203, -0.233, 3.624], [-0.312, 2.608, -1.151], [-1.097, 2.601, -1.508], [-0.332, 1.934, -0.581], [-2.576, 1.144, -1.998], [-2.974, 1.681, -1.335], [-2.080, 0.668, -1.168], [-3.905, -0.546, 0.887], [-2.939, -0.620, 1.159], [-4.491, -1.166, 1.289], [-1.067, -3.413, -0.113], [-0.975, -2.924, -0.907], [-1.140, -2.634, 0.395], [0.605, 3.541, 1.060], [0.226, 2.826, 1.410], [0.558, 3.273, 0.161], [3.356, 0.271, -2.355], [4.308, 0.191, -2.383], [3.014, 0.581, -1.490], [2.856, 1.081, -0.242], [2.178, 0.433, -0.188], [2.820, 1.767, 0.471], [4.603, -0.744, 1.026], [3.959, -1.004, 1.696], [3.899, -0.269, 0.539], [2.101, -1.395, 2.422], [2.222, -0.857, 3.085], [1.720, -1.073, 1.587], [2.370, -1.877, -1.699], [1.781, -1.565, -0.871], [2.887, -1.159, -2.019], [-1.208, -2.026, -2.419], [-1.306, -1.141, -1.769], [-2.166, -1.971, -2.948], [-2.080, -1.873, 3.257], [-1.551, -1.601, 2.484], [-2.998, -1.593, 3.361]]}



[3]
{"formula": "C4H9NO2", "method": "the ωB97M-V functional and the def2-TZVPD basis", "e_above_lowest_kcal_mol": 43.0, "orbital_gap_ev": 10.85, "fmax_ev_per_a": 0.49, "smiles": "[H]/N=C\\C.COC=O", "e_homo_ev": -9.83, "lumo_ev": 1.022, "symbols": ["H", "N", "C", "C", "H", "H", "H", "H", "C", "O", "C", "O", "H", "H", "H", "H"], "xyz": [[-0.959, 1.401, -0.864], [-0.726, 0.484, -0.481], [-1.455, 0.166, 0.506], [-2.528, 1.000, 1.127], [-1.244, -0.803, 0.973], [-2.793, 1.839, 0.476], [-3.420, 0.403, 1.341], [-2.153, 1.392, 2.079], [2.746, -0.174, -0.809], [1.638, -0.839, -1.404], [0.828, -1.439, -0.530], [1.036, -1.553, 0.655], [3.321, 0.242, -1.636], [2.403, 0.623, -0.142], [3.346, -0.882, -0.234], [-0.039, -1.860, -1.053]]}



[4]
{"formula": "H20O10", "method": "the ωB97M-V functional and the def2-TZVPD basis", "e_above_lowest_kcal_mol": 33.2, "orbital_gap_ev": 11.01, "fmax_ev_per_a": 3.59, "smiles": "O.O.O.O.O.O.O.O.O.O", "e_homo_ev": -10.66, "lumo_ev": 0.340, "symbols": ["O", "H", "H", "O", "H", "H", "O", "H", "H", "O", "H", "H", "O", "H", "H", "O", "H", "H", "O", "H", "H", "O", "H", "H", "O", "H", "H", "O", "H", "H"], "xyz": [[-2.284, 0.462, 1.098], [-1.606, 1.223, 0.863], [-1.728, -0.027, 1.739], [-0.704, 2.373, -0.128], [0.033, 2.271, 0.594], [-1.164, 3.283, 0.013], [-0.554, 1.155, -2.420], [-0.640, 1.720, -1.698], [-1.216, 0.473, -2.305], [2.336, -0.072, 0.332], [2.097, 0.022, -0.609], [2.020, -0.926, 0.629], [1.545, -0.231, -2.266], [0.815, 0.416, -2.399], [2.004, -0.277, -3.088], [-2.279, -0.707, -1.316], [-3.143, -1.297, -1.400], [-2.425, -0.218, -0.436], [1.258, 1.930, 1.842], [1.865, 1.401, 1.307], [1.835, 2.609, 2.342], [-0.091, -2.399, -0.942], [-0.917, -1.898, -1.067], [0.551, -1.966, -1.640], [0.995, -2.224, 1.348], [1.072, -3.260, 1.442], [0.585, -2.134, 0.399], [-0.484, -0.551, 2.766], [0.203, 0.136, 2.766], [0.023, -1.287, 2.235]]}



[5]
{"formula": "C32H39Br2N6OPRu", "method": "the ωB97M-V functional and the def2-TZVPD basis", "e_above_lowest_kcal_mol": 53.0, "total_charge": 1, "orbital_gap_ev": [4.54, 5.78], "fmax_ev_per_a": 3.41, "e_homo_ev": [-9.87, -10.12], "spin_multiplicity": 2, "lumo_ev": [-5.331, -4.343], "symbols": ["Ru", "Br", "C", "C", "C", "Br", "C", "C", "C", "C", "N", "C", "C", "O", "H", "H", "H", "H", "C", "C", "C", "P", "C", "C", "C", "C", "C", "C", "H", "H", "H", "H", "H", "H", "H", "H", "H", "H", "H", "H", "H", "H", "H", "H", "H", "H", "H", "H", "H", "N", "C", "C", "C", "C", "C", "C", "C", "C", "C", "H", "H", "H", "H", "C", "C", "C", "C", "N", "C", "N", "N", "N", "H", "H", "H", "H", "H", "H", "H", "H", "H", "H"], "xyz": [[0.278, 0.319, 0.553], [0.799, 5.533, 0.840], [1.287, 4.346, 2.225], [1.832, 4.810, 3.410], [2.176, 3.924, 4.413], [2.825, 4.598, 6.061], [2.036, 2.525, 4.234], [2.383, 1.556, 5.191], [2.185, 0.226, 4.908], [1.685, -0.139, 3.658], [1.375, 0.747, 2.734], [1.508, 2.054, 3.005], [1.057, 2.967, 1.975], [0.504, 2.552, 0.924], [1.974, 5.870, 3.557], [2.796, 1.867, 6.137], [2.428, -0.529, 5.637], [1.518, -1.177, 3.402], [4.831, -0.008, 0.402], [4.021, -1.229, -0.034], [4.134, -2.283, 1.065], [2.254, -0.791, -0.533], [2.687, 0.376, -1.957], [2.625, 1.794, -1.379], [1.769, 0.319, -3.168], [1.647, -2.488, -1.084], [0.528, -2.466, -2.121], [1.063, -3.143, 0.175], [5.822, -0.337, 0.717], [4.352, 0.484, 1.250], [4.972, 0.707, -0.404], [4.458, -1.639, -0.958], [3.606, -1.960, 1.961], [5.185, -2.412, 1.324], [3.766, -3.255, 0.751], [3.714, 0.152, -2.269], [1.587, 2.116, -1.267], [3.128, 2.492, -2.043], [3.101, 1.859, -0.400], [0.730, 0.342, -2.842], [1.937, -0.572, -3.766], [1.949, 1.188, -3.802], [2.503, -3.060, -1.462], [-0.274, -1.803, -1.783], [0.115, -3.471, -2.212], [0.868, -2.163, -3.105], [0.159, -2.594, 0.472], [1.755, -3.137, 1.013], [0.784, -4.174, -0.036], [-8.106, -3.808, 4.069], [-7.116, -3.349, 3.721], [-5.894, -2.781, 3.299], [-5.850, -1.444, 2.892], [-4.658, -0.889, 2.490], [-3.486, -1.660, 2.478], [-3.539, -3.001, 2.888], [-4.730, -3.556, 3.294], [-2.279, -1.103, 2.020], [-1.229, -0.646, 1.580], [-6.754, -0.854, 2.891], [-4.618, 0.143, 2.177], [-2.637, -3.593, 2.881], [-4.773, -4.590, 3.601], [-3.298, -0.408, -5.024], [-2.830, 1.042, -5.088], [-1.314, 1.124, -5.259], [-3.311, 1.811, -3.836], [-2.462, 1.545, -2.708], [-1.530, 2.341, -2.147], [-0.884, 1.630, -1.252], [-1.431, 0.416, -1.278], [-2.368, 0.356, -2.134], [-2.851, -0.980, -5.831], [-4.379, -0.461, -5.131], [-3.017, -0.861, -4.075], [-3.297, 1.524, -5.951], [-0.807, 0.517, -4.512], [-0.960, 2.151, -5.192], [-1.032, 0.740, -6.235], [-4.328, 1.497, -3.590], [-3.297, 2.888, -4.010], [-1.357, 3.366, -2.395]]}



[6]
{"formula": "C4H7IN", "method": "the ωB97M-V functional and the def2-TZVPD basis", "e_above_lowest_kcal_mol": 136.4, "total_charge": 1, "orbital_gap_ev": [6.50, 7.79], "fmax_ev_per_a": 6.26, "e_homo_ev": [-13.38, -13.39], "lumo_ev": [-6.879, -5.599], "symbols": ["C", "C", "C", "C", "N", "I", "H", "H", "H", "H", "H", "H", "H"], "xyz": [[-0.275, 1.048, -0.028], [-1.292, 0.603, 0.779], [0.168, 1.495, -1.360], [0.523, -2.444, 0.557], [1.097, 1.212, -0.153], [-1.428, -2.030, 0.340], [-0.891, 0.290, 1.798], [-2.334, 0.702, 0.545], [0.206, 1.071, -2.286], [0.163, 2.641, -1.421], [1.278, -2.375, -0.177], [0.945, -2.716, 1.562], [1.840, 0.503, -0.156]]}